1.
The following is a DFT calculation (ωB97M-V with the def2-TZVPD basis set) of C5H6KO2 as an isolated structure in a non-equilibrium geometry.

Each line ends with the Mulliken charge.
Cartesian coordinates (Å):
C  0.0126  1.3896  -1.2273  -0.7217
C  -0.9791  0.6777  -0.5590  0.1786
C  -1.3706  -0.3557  0.1547  -0.4801
H  -0.0972  1.4518  -2.3169  0.3000
H  0.1999  2.3947  -0.8235  0.2915
H  -2.4326  -0.4557  0.4142  0.3718
C  -0.4358  -1.4047  0.7648  -0.1650
O  -0.4728  -1.3624  2.1351  -0.8823
K  -1.2061  0.0457  3.9555  0.9477
H  0.5860  -1.2292  0.3578  -0.0226
H  -0.7537  -2.3943  0.3651  0.1771
O  2.7346  0.3843  -2.0332  -0.3926
C  2.0419  0.6531  -1.1018  0.0918
H  2.1728  0.2051  -0.0854  0.3057

Atoms 1-2, force components in eV/Å:
C -0.5194 0.7340 -0.0266
C 1.2195 -0.8714 0.0851

Properties
Relative energy (zero: lowest compared OMol25 entry of this formula, charge and spin): 11.78 kcal per mole
Maximum force: 1.50 eV/Å
Multiplicity: 2
Electronic energy: -25696.95084 eV
Lowest unoccupied orbital energy (alpha / beta): -0.03169 / -0.03174 Eh
Highest occupied orbital energy (alpha / beta): -6.48 / -7.26 eV
Charge: 0
HOMO-LUMO gap (alpha / beta): 5.62 / 6.39 eV


2.
The following is a DFT calculation (ωB97M-V with the def2-TZVPD basis set) of C5H6Li2O4Sc as an isolated structure in a non-equilibrium geometry.

Each line ends with the Mulliken charge.
Cartesian coordinates (Å):
O  0.2877  -1.0292  -0.5392  -0.7429
C  1.1781  -0.6794  -1.3713  1.3526
O  0.8889  0.1616  -2.2629  -0.8499
Li  -0.9643  0.6293  -1.4915  0.9474
Li  1.5250  0.3614  -3.9805  0.9102
O  -1.7577  1.2290  0.0930  -0.6725
Sc  -0.3307  -1.0059  1.3179  1.5839
C  -1.5671  0.7912  1.2381  0.5580
O  -2.1533  1.4943  2.2003  -0.1425
C  -1.9196  1.1073  3.5525  -0.8263
H  -2.3960  1.8668  4.1794  0.2512
H  -2.3734  0.1285  3.7577  0.4151
H  -0.8429  1.0823  3.7692  0.4056
C  2.5142  -1.3069  -1.2936  -0.2977
C  3.6116  -0.7086  -1.7608  -0.8181
H  2.5684  -2.2210  -0.6998  0.3699
H  4.5900  -1.1791  -1.6665  0.3043
H  3.5818  0.2804  -2.2247  0.2518

Atoms 1-2, force components in eV/Å:
O -2.1879 -0.3382 3.0431
C 3.2008 0.5836 -2.9077

Properties
Relative energy (zero: lowest compared OMol25 entry of this formula, charge and spin): 0.00 kcal per mole
Maximum force: 4.36 eV/Å
Electronic energy: -34554.55776 eV
Lowest unoccupied orbital energy (alpha / beta): -0.51875 / -0.51877 Eh
Highest occupied orbital energy (alpha / beta): -21.58 / -21.58 eV
Charge: +3
HOMO-LUMO gap (alpha / beta): 7.47 / 7.47 eV


3.
The following is a DFT calculation (ωB97M-V with the def2-TZVPD basis set) of an isolated ion of composition C5H6N and charge +1 in a non-equilibrium geometry.

Each line ends with the Mulliken charge.
Cartesian coordinates (Å):
C  3.1153  -0.5289  2.1796  0.1700
N  2.1097  -0.3591  1.5539  -0.0746
C  0.9767  0.2340  0.9369  -0.2564
C  -0.1026  0.0378  0.1131  0.2036
C  -1.2708  -0.1038  -0.3982  -0.1187
C  -1.8408  0.2280  -1.8268  -0.9533
H  4.0074  -0.7483  2.6348  0.4949
H  0.9711  1.2342  1.4015  0.2905
H  -2.1539  -0.6532  0.0342  0.2854
H  -1.1435  0.9222  -2.3729  0.3248
H  -2.9330  0.4668  -1.9072  0.3235
H  -1.7356  -0.7299  -2.3490  0.3103

Atoms 1-2, force components in eV/Å:
C -7.5500 1.0822 -4.7038
N 4.4400 -1.2601 1.6606

Properties
SMILES: C#[N+]C=C=CC
Relative energy (zero: lowest compared OMol25 entry of this formula, charge and spin): 111.03 kcal per mole
Maximum force: 8.96 eV/Å
Electronic energy: -6760.36285 eV
Lowest unoccupied orbital energy: -0.20122 Eh
Highest occupied orbital energy: -14.35 eV
Charge: +1
HOMO-LUMO gap: 8.87 eV


4.
The following is a DFT calculation (ωB97M-V with the def2-TZVPD basis set) of a 2-piece molecular cluster, C5H6N overall in a non-equilibrium geometry.

Each line ends with the Mulliken charge.
Cartesian coordinates (Å):
C  -2.5984  0.3964  0.0498  -0.2760
C  -1.5639  0.9896  -0.2408  0.4468
C  -3.5577  -0.4624  0.2042  -0.4179
C  2.6568  -0.5879  -0.4116  -0.5285
C  1.9036  0.7371  -0.4342  0.0016
N  2.9290  0.5675  0.3407  -0.0557
H  -3.5809  -1.5601  0.0630  0.2982
H  -4.3745  -0.1670  0.7069  0.3040
H  2.1147  -1.3672  -0.0805  0.1724
H  3.4160  -1.0267  -0.9721  0.2487
H  3.4022  0.8587  1.1070  0.1775
H  -0.7467  1.6221  -0.3322  0.6290

Atoms 1-2, force components in eV/Å:
C 2.1660 0.4435 -1.2805
C -1.2505 -0.4634 0.6570

Properties
Relative energy (zero: lowest compared OMol25 entry of this formula, charge and spin): 205.73 kcal per mole
Maximum force: 3.87 eV/Å
Electronic energy: -6756.25621 eV
Lowest unoccupied orbital energy (alpha / beta): -0.30520 / -0.30519 Eh
Highest occupied orbital energy (alpha / beta): -12.61 / -12.61 eV
Charge: +1
HOMO-LUMO gap (alpha / beta): 4.31 / 4.31 eV


5.
The following is a DFT calculation (ωB97M-V with the def2-TZVPD basis set) of C5H6N as an isolated structure in a non-equilibrium geometry.

Each line ends with the Mulliken charge.
Cartesian coordinates (Å):
C  1.6361  0.7116  -0.0486  -0.1604
C  0.4862  1.2788  -0.1230  0.1344
C  1.0090  -0.6327  0.3445  -0.3016
C  -1.5696  -0.0267  -0.3167  -0.2973
C  -0.8454  1.1298  0.4180  -0.1436
N  -0.4916  -0.2685  0.5765  -0.0884
H  2.6770  1.0761  -0.0401  0.3877
H  1.1251  -1.3373  -0.5001  0.2878
H  1.3502  -1.0305  1.3194  0.2821
H  -2.6521  -0.3336  0.0704  0.2478
H  -1.4260  -0.1372  -1.3319  0.3251
H  -1.2564  1.9077  1.0744  0.3265

Atoms 1-2, force components in eV/Å:
C 0.6797 0.0991 0.5032
C -1.0432 -0.3082 0.5009

Properties
Relative energy (zero: lowest compared OMol25 entry of this formula, charge and spin): 139.86 kcal per mole
Maximum force: 3.14 eV/Å
Electronic energy: -6759.11278 eV
Lowest unoccupied orbital energy: -0.22396 Eh
Highest occupied orbital energy: -14.83 eV
Charge: +1
HOMO-LUMO gap: 8.74 eV


6.
The following is a DFT calculation (ωB97M-V with the def2-TZVPD basis set) of an isolated ion of composition C5H6N and charge +1 in a non-equilibrium geometry.

Each line ends with the Mulliken charge.
Cartesian coordinates (Å):
C  -2.1565  0.4499  -0.2753  -0.0902
C  -0.7593  0.9986  -0.3885  -0.4379
C  -1.2864  -0.9506  0.3073  -0.1143
C  -2.5016  -0.3933  0.7671  -0.4993
C  -0.1033  -0.0068  0.1725  0.1014
N  1.3173  -0.3821  0.3548  -0.2188
H  -2.8305  0.7818  -1.0189  0.4136
H  -0.5805  2.0645  -0.5105  0.3942
H  -1.0285  -1.8931  -0.1474  0.3128
H  1.7158  -0.9396  -0.4677  0.4169
H  1.2858  -0.9053  1.1362  0.3575
H  2.0095  0.3500  0.5010  0.3640

Atoms 1-2, force components in eV/Å:
C 1.5572 0.7241 0.5190
C 1.1070 0.9455 1.3950

Properties
Relative energy (zero: lowest compared OMol25 entry of this formula, charge and spin): 162.68 kcal per mole
Maximum force: 4.66 eV/Å
Electronic energy: -6758.12288 eV
Lowest unoccupied orbital energy: -0.17774 Eh
Highest occupied orbital energy: -12.31 eV
Charge: +1
HOMO-LUMO gap: 7.48 eV


7.
The following is a DFT calculation (ωB97M-V with the def2-TZVPD basis set) of C5H6N as an isolated structure in a non-equilibrium geometry.

Each line ends with the Mulliken charge.
Cartesian coordinates (Å):
C  1.1056  0.7297  -0.1266  -0.6426
C  -1.4777  0.4899  0.1785  -0.3493
C  0.9133  -0.5917  0.5530  -0.1342
C  -0.2820  0.3723  -0.6631  0.4220
C  -0.5903  -0.6527  0.6418  -0.0184
N  -0.0869  -1.0804  -0.6247  -0.0361
H  1.1676  1.5837  0.5439  0.2993
H  1.8724  0.7879  -0.8954  0.2804
H  -1.5813  1.3748  0.7986  0.2628
H  -2.4184  0.1286  -0.2225  0.2474
H  1.5809  -1.2698  1.0582  0.4013
H  -0.2030  -1.8723  -1.2416  0.2674

Atoms 1-2, force components in eV/Å:
C 0.2126 0.0735 -0.0918
C -0.6718 0.3775 -0.1347

Properties
Relative energy (zero: lowest compared OMol25 entry of this formula, charge and spin): 136.63 kcal per mole
Maximum force: 1.44 eV/Å
Electronic energy: -6759.25272 eV
Lowest unoccupied orbital energy: -0.17262 Eh
Highest occupied orbital energy: -14.69 eV
Charge: +1
HOMO-LUMO gap: 9.99 eV


8.
The following is a DFT calculation (ωB97M-V with the def2-TZVPD basis set) of an isolated ion of composition C5H6N and charge +1 in a non-equilibrium geometry.

Each line ends with the Mulliken charge.
Cartesian coordinates (Å):
C  -1.2692  0.2351  0.0513  -1.1853
C  0.1280  -0.0834  -0.0394  0.0982
C  1.1340  0.7990  -0.1883  -0.0172
N  2.4973  0.3910  -0.0921  0.0989
C  4.0714  0.2713  -0.0335  -0.1754
C  3.1266  -0.6758  0.3038  0.1873
H  -1.6589  1.3150  -0.1309  0.3422
H  -1.7285  -0.1308  1.1040  0.3186
H  -1.8414  -0.4420  -0.6317  0.3349
H  0.2345  -1.1647  0.1517  0.2963
H  0.8614  1.8307  -0.0149  0.3541
H  2.8661  -1.6526  0.6955  0.3475

Atoms 1-2, force components in eV/Å:
C -3.7610 0.9650 1.1590
C 0.5214 -1.3300 0.8294

Properties
SMILES: C/C=C/[N+]1=C=C1
Relative energy (zero: lowest compared OMol25 entry of this formula, charge and spin): 146.39 kcal per mole
Maximum force: 4.05 eV/Å
Electronic energy: -6758.82932 eV
Lowest unoccupied orbital energy: -0.25434 Eh
Highest occupied orbital energy: -15.37 eV
Charge: +1
HOMO-LUMO gap: 8.45 eV


9.
The following is a DFT calculation (ωB97M-V with the def2-TZVPD basis set) of one molecule with the formula C5H6N2 in a non-equilibrium geometry.

Each line ends with the Mulliken charge.
Cartesian coordinates (Å):
N  0.2527  1.8322  2.3773  -0.4282
C  -0.1647  1.1255  1.5607  0.0728
C  -0.7061  0.2392  0.5191  0.1429
C  -0.5055  0.6891  -0.9396  -0.5066
C  0.0585  -0.6590  -1.4188  -0.4003
C  1.1325  -0.9174  -0.4296  -0.2261
N  0.0244  -1.0511  0.5305  -0.4867
H  -1.7572  0.0560  0.7503  0.3990
H  0.2120  1.5117  -1.0605  0.3339
H  -1.4469  0.9702  -1.4133  0.2824
H  -0.5975  -1.8224  0.2862  0.3557
H  1.7828  -0.0954  -0.1091  0.2122
H  1.6906  -1.8486  -0.5258  0.2491

Atoms 1-2, force components in eV/Å:
N -0.4353 -0.7658 -0.9296
C 0.3721 0.8115 0.8423

Properties
Relative energy (zero: lowest compared OMol25 entry of this formula, charge and spin): 102.90 kcal per mole
Maximum force: 1.28 eV/Å
Electronic energy: -8257.89611 eV
Lowest unoccupied orbital energy: 0.00096 Eh
Highest occupied orbital energy: -8.89 eV
Charge: 0
HOMO-LUMO gap: 8.92 eV


10.
The following is a DFT calculation (ωB97M-V with the def2-TZVPD basis set) of one molecule with the formula C5H6N2 in a non-equilibrium geometry.

Each line ends with the Mulliken charge.
Cartesian coordinates (Å):
N  1.8181  -0.4992  2.1003  -0.4603
C  0.7510  -0.5373  1.6526  0.1311
C  -0.5970  -0.6385  1.1072  0.0689
C  -1.0972  0.2455  0.0334  -0.1174
C  -0.1167  0.9128  -0.8839  -0.2885
C  0.9382  -0.1165  -1.0159  -0.8909
N  -0.8536  -1.1518  -0.2625  -0.5501
H  -1.2995  -0.9408  1.8890  0.4073
H  -2.1072  0.6495  0.1016  0.3849
H  -0.6392  0.8549  -1.8518  0.2552
H  0.2084  1.9532  -0.7636  0.3656
H  1.6800  0.0751  -1.8058  0.2432
H  1.3147  -0.8067  -0.3005  0.4510

Atoms 1-2, force components in eV/Å:
N -1.0662 -0.0018 -0.2388
C 0.8253 -0.0094 0.4306

Properties
Relative energy (zero: lowest compared OMol25 entry of this formula, charge and spin): 123.78 kcal per mole
Maximum force: 1.09 eV/Å
Electronic energy: -8256.99098 eV
Lowest unoccupied orbital energy (alpha / beta): -0.00366 / -0.02680 Eh
Highest occupied orbital energy (alpha / beta): -9.75 / -8.70 eV
Charge: 0
HOMO-LUMO gap (alpha / beta): 9.65 / 7.97 eV